# 1
54
Properties=species:S:1:pos:R:3:forces:R:3:mulliken_charge:R:1 method="wB97M-V/def2-TZVPD" e_above_lowest_kj_mol=0.0 e_tot_ha=-1713.55572 orbital_gap_ev=6.86 spin_multiplicity=1 total_charge=-1
Cs 17.7124 17.9121 -21.5009 -0.081 -0.742 0.286 1.01
S 17.7402 14.4853 -20.5896 1.393 -0.653 -0.140 1.26
O 19.0807 14.2008 -20.0262 -0.372 0.228 0.100 -0.89
O 17.9133 15.1649 -21.9078 -0.367 0.497 -0.012 -0.95
O 16.9988 13.2221 -20.7887 -0.461 0.371 0.034 -0.91
O 17.0080 15.4048 -19.6641 -0.317 0.388 -0.251 -1.04
C 17.4066 12.5167 -17.6111 0.668 -0.257 0.183 0.37
C 18.7393 12.3081 -16.9252 -0.033 0.189 -0.062 0.33
O 18.9300 11.4654 -16.0581 0.020 -0.038 0.128 -0.73
N 19.7061 13.1558 -17.3574 0.488 0.030 -0.022 0.21
C 21.0725 13.0470 -16.8835 -0.234 0.069 -0.289 -1.11
H 17.3364 11.7330 -18.3646 -0.215 0.105 -0.135 -0.06
H 17.4317 13.4838 -18.0979 -0.473 0.008 -0.105 -0.67
H 16.5978 12.4054 -16.8931 -0.025 0.080 -0.001 0.40
H 19.5781 13.6633 -18.2369 -0.376 -0.179 0.070 0.18
H 21.6642 12.3750 -17.5131 0.016 -0.088 0.103 0.32
H 21.0749 12.6803 -15.8612 0.025 -0.017 0.026 0.36
H 21.5308 14.0358 -16.9355 0.045 -0.014 0.120 0.33
C 15.1039 11.3618 -23.4500 -0.534 -0.127 0.259 -0.66
C 14.8473 10.4312 -22.2712 -0.065 0.302 -0.221 0.88
O 14.0936 9.4718 -22.3767 0.083 -0.163 -0.088 -0.73
N 15.5038 10.7395 -21.1386 0.270 0.146 -0.263 0.13
C 15.4938 9.8424 -20.0165 -0.540 0.068 0.446 -1.02
H 14.1590 11.8526 -23.6940 0.076 -0.115 0.026 -0.05
H 15.3545 10.7321 -24.3014 0.230 0.091 -0.033 0.43
H 15.8486 12.1278 -23.2434 0.157 -0.113 -0.069 0.12
H 16.0265 11.6109 -21.1018 0.193 -0.140 0.099 0.19
H 14.7384 10.1286 -19.2722 0.052 -0.007 -0.065 0.28
H 16.4535 9.8249 -19.5066 0.145 -0.020 -0.150 0.34
H 15.2166 8.8558 -20.3802 0.141 -0.079 0.046 0.38
C 13.9262 13.2619 -19.3061 -0.059 -0.212 -0.236 0.14
C 13.3184 13.6042 -20.6484 -0.134 0.225 -0.071 0.61
O 12.1073 13.6058 -20.8424 0.001 0.000 -0.016 -0.75
N 14.1932 13.9722 -21.6084 0.021 0.012 0.094 0.22
C 13.7819 14.4613 -22.9101 0.769 -1.074 0.280 -1.17
H 13.1883 12.6989 -18.7405 -0.006 0.095 0.106 0.40
H 14.1911 14.1855 -18.7926 -0.026 -0.012 0.073 -0.22
H 14.8349 12.6748 -19.4184 0.087 0.091 0.006 -0.28
H 15.1878 13.9705 -21.4027 -0.010 -0.217 0.173 0.08
H 14.7460 14.6261 -23.3979 -0.325 0.865 -0.239 0.40
H 13.0927 15.2944 -22.8034 0.154 0.235 -0.332 0.31
H 13.3397 13.6693 -23.5232 -0.453 0.171 0.274 0.30
C 18.3731 16.2277 -16.5069 -0.672 -0.325 -0.160 -0.60
C 16.9273 16.2873 -16.0500 0.053 0.120 -0.374 0.74
O 16.6379 16.6126 -14.9063 -0.043 0.032 0.128 -0.72
N 15.9924 16.0086 -16.9883 -0.064 -0.053 -0.001 0.14
C 14.5915 16.0804 -16.6659 -0.293 0.352 -0.144 -1.16
H 18.7913 17.2211 -16.3551 0.259 -0.126 0.170 0.37
H 18.4575 15.9300 -17.5515 0.021 0.035 -0.057 0.05
H 18.8415 15.4592 -15.8944 0.348 0.253 0.054 0.12
H 16.2420 15.6871 -17.9210 0.404 0.027 0.058 0.27
H 14.4440 16.8317 -15.8915 0.006 -0.154 0.129 0.37
H 14.1740 15.1267 -16.3359 0.036 -0.003 0.077 0.30
H 14.0376 16.4154 -17.5469 0.018 -0.156 -0.011 0.37

---

# 2
54
Properties=species:S:1:pos:R:3:forces:R:3:mulliken_charge:R:1 method="wB97M-V/def2-TZVPD" e_tot_ha=-2362.06793 orbital_gap_ev="3.97 / 4.51" spin_multiplicity=7 total_charge=+1
O -2.7235 -0.8236 -4.1073 1.113 -0.210 -0.179 -0.50
H -2.7625 -0.6756 -5.0682 -0.026 -0.052 0.508 0.32
Eu 0.0192 -0.4316 -0.9981 -1.452 -2.306 2.774 1.37
N 0.3826 -2.1250 0.8444 -1.746 -1.998 1.031 0.27
N -1.8131 -1.1746 0.3708 0.967 -2.195 1.597 0.36
N 1.6614 1.3440 -0.1889 1.026 2.564 0.396 0.27
N -0.6341 1.8670 -1.2391 0.849 2.798 -0.467 0.07
O 1.6297 -2.3260 1.1568 1.129 0.203 -0.015 -0.83
O 2.9139 1.1658 0.4814 -1.344 -0.308 -0.764 -0.58
O -1.6912 2.0985 -2.1450 0.744 0.015 0.840 -0.43
O -2.7414 -0.8163 -0.4512 -0.266 0.523 -1.416 -0.78
C -1.8853 -2.3197 1.1279 0.136 3.036 -1.615 0.36
C -0.5986 -2.6652 1.6526 2.614 1.204 -2.517 0.22
C 1.4358 2.6356 -0.4321 1.566 -2.744 1.226 0.36
C 0.1852 2.9153 -1.0965 -3.025 -1.825 -1.474 0.33
C -0.3181 -3.5676 2.7986 0.064 -0.213 -0.074 -1.17
H -0.0357 -3.0228 3.7131 0.084 -0.037 -0.380 0.17
H 0.4848 -4.2621 2.5150 -0.071 0.252 0.232 0.30
H -1.2097 -4.1530 3.0378 0.141 0.080 -0.007 0.38
C -3.1130 -3.1332 1.2617 -0.357 -0.092 -0.059 -1.28
H -3.3947 -3.5260 0.2729 -0.060 0.168 0.200 0.29
H -3.9443 -2.5176 1.6325 0.138 -0.250 -0.132 0.30
H -2.9503 -3.9919 1.9272 -0.124 0.372 -0.183 0.38
C 2.3949 3.7189 -0.0612 0.074 0.126 0.061 -1.44
C -0.1067 4.2545 -1.6789 -0.116 0.377 -0.066 -1.34
H 3.3288 3.2655 0.2793 -0.238 0.341 -0.073 0.39
H 1.9694 4.3352 0.7469 0.101 -0.218 -0.164 0.35
H 2.5896 4.4031 -0.9035 -0.129 -0.362 0.214 0.42
H -1.1718 4.3603 -1.9246 0.415 -0.110 0.155 0.38
H 0.4648 4.3956 -2.6136 -0.137 -0.073 0.324 0.35
H 0.1953 5.0537 -0.9821 -0.085 -0.332 -0.268 0.41
H 2.8353 0.3149 0.9561 -0.313 0.130 0.011 0.35
H -2.4265 1.5273 -1.8548 0.101 -0.221 0.183 0.41
C -1.3879 -1.2403 -3.7833 -0.786 0.001 -0.143 -0.30
H -1.4640 -1.8335 -2.8486 -0.076 0.089 -0.372 0.14
H -0.7427 -0.3455 -3.6267 0.019 -0.131 -0.147 0.10
H -0.9341 -1.8740 -4.5691 -0.142 0.332 0.459 0.41
O 2.2727 -1.4616 -1.1855 -0.040 1.578 -0.412 -0.72
H 2.8865 -0.6887 -1.1227 -0.307 -1.121 -0.108 0.36
H 2.3016 -1.9392 -0.2876 -0.377 -0.191 0.740 0.42
C 1.5038 1.7835 5.5619 0.086 0.585 0.517 -0.93
N 1.7024 1.7510 4.1116 -0.234 0.512 -0.369 -0.33
C 1.6622 0.4972 3.5189 -0.461 -0.549 -0.697 0.00
S 0.2161 -0.0551 2.8232 0.870 0.863 0.162 -0.11
N 2.8235 -0.1932 3.5065 -0.417 0.370 0.540 -0.06
C 3.9747 0.2018 4.3128 0.383 0.083 0.085 -1.09
H 1.9651 0.9324 6.0686 -0.043 0.095 -0.229 0.32
H 0.4423 1.8218 5.8260 0.053 -0.281 -0.101 0.33
H 1.9534 2.7020 5.9446 0.071 -0.133 0.107 0.33
H 0.9915 2.3290 3.6483 0.289 -0.512 0.476 0.34
H 2.7988 -1.1373 3.1413 -0.335 -0.035 -0.021 0.27
H 4.0197 -0.3375 5.2722 -0.127 0.109 -0.318 0.32
H 4.9082 0.0090 3.7735 -0.241 -0.043 0.028 0.33
H 3.9098 1.2741 4.5169 0.042 -0.266 -0.096 0.42

---

# 3
50
Properties=species:S:1:pos:R:3:forces:R:3:mulliken_charge:R:1 method="wB97M-V/def2-TZVPD" e_above_lowest_kj_mol=11.8 e_tot_ha=-2751.46839 orbital_gap_ev="6.33 / 5.59" spin_multiplicity=8 total_charge=0
C -0.7501 0.6460 -3.6244 0.474 1.069 0.020 -1.02
C -0.8708 0.2701 -2.2422 -0.672 -1.454 -0.084 1.22
N 0.1296 0.6477 -1.3390 -0.666 0.520 0.101 0.09
C 0.8764 1.7160 -1.7083 0.040 1.170 -1.057 0.76
C 0.7942 2.3229 -2.9717 0.958 -0.380 2.087 -0.95
C 0.0265 1.7356 -3.9569 -1.321 -1.204 -0.411 -0.45
C -2.0261 -0.4955 -1.9113 2.412 -1.316 0.326 -1.55
P -2.3694 -0.9677 -0.1515 -0.680 0.428 -2.843 0.80
Gd 0.0196 -0.1128 1.1426 -0.849 -0.602 -1.369 -0.07
P 2.4344 1.2502 0.6202 0.040 1.081 -0.978 1.00
C 1.7932 2.4103 -0.6990 -0.033 -0.950 0.290 -1.11
O -0.6859 -3.2238 -3.6048 0.642 0.797 1.214 -0.61
O -0.3257 -4.7959 -0.2745 -0.366 -0.528 0.879 -0.59
H -1.4267 0.1615 -4.3154 0.069 0.143 -0.126 0.34
H 1.4072 3.1854 -3.1383 0.133 0.313 -0.219 0.42
H -0.0267 2.1807 -4.9417 0.135 -0.196 -0.150 0.40
C -3.8160 0.1519 -0.1580 -0.117 0.046 1.118 -1.36
C -3.1211 -2.6442 -0.1509 -0.106 -0.165 0.373 -1.04
H 2.6679 2.8317 -1.2009 -0.202 0.159 -0.055 0.44
H 1.2607 3.2161 -0.1703 0.027 -0.264 -0.252 0.39
H -0.9637 -2.6469 -2.8461 0.034 -0.424 -0.952 0.22
H -2.3856 -1.1153 -2.7613 -0.368 0.667 0.722 0.39
C 2.7946 2.4645 1.9222 0.213 -0.164 0.533 -1.22
C 4.0859 0.8319 -0.0279 0.152 -0.393 0.196 -1.36
H 1.2436 -1.7957 0.7928 0.896 -1.172 -0.222 -0.15
H 0.5346 -5.1367 -0.0297 0.192 -0.112 0.039 0.30
H -0.1663 -4.1554 -0.9465 0.198 0.632 -1.010 0.28
H 0.2667 -3.0105 -3.6654 -0.672 -0.192 -0.202 0.33
H -0.6523 1.5185 1.3779 -0.579 2.116 0.489 0.00
H 1.6366 -1.8996 1.4123 0.286 -0.282 -0.016 0.31
H -4.5900 -0.2593 -0.8169 0.123 0.111 0.229 0.38
H -4.1519 0.2724 0.8756 -0.519 0.217 -0.147 0.40
H -3.4607 1.1048 -0.5697 -0.183 -0.273 0.274 0.36
H -3.9108 -2.7802 -0.9076 0.332 0.213 0.211 0.38
H -2.3618 -3.4262 -0.2673 -0.115 0.211 -0.046 0.21
H -3.5550 -2.7964 0.8519 0.028 0.026 -0.351 0.39
H 4.7381 1.7150 -0.0244 -0.127 -0.248 -0.098 0.40
H 4.5035 0.0560 0.6287 0.120 0.228 -0.231 0.38
H 4.0031 0.4146 -1.0397 0.005 0.144 0.231 0.37
H 3.7668 2.9361 1.7395 -0.222 0.061 0.138 0.39
H 2.0040 3.2223 1.9665 0.176 -0.195 -0.006 0.34
H 2.8075 1.9196 2.8736 0.140 0.286 -0.063 0.32
C -0.5428 1.0635 4.6534 -0.011 -0.204 0.280 -0.80
S -0.0174 -0.5194 4.0138 -0.201 0.759 -2.152 1.07
O 1.1968 -0.1921 3.1517 -0.905 -0.238 1.228 -0.54
O 0.2140 -1.4415 5.0594 0.116 -0.369 0.718 -0.57
O -1.0886 -0.9220 3.0110 0.865 0.363 1.393 -0.58
H 0.2769 1.4645 5.2595 -0.216 -0.152 -0.067 0.32
H -1.4277 0.8679 5.2669 0.194 0.110 -0.053 0.34
H -0.7891 1.7590 3.8420 0.127 -0.393 0.067 0.24